Here is the ion C10H15FNO with charge +1 from the Open Molecules 2025 dataset. Energies are from ωB97M-V/def2-TZVPD.

**Charge**: +1
**DFT total energy**: -619.5986 Eh
**SMILES**: C[C@@](F)(c1ccco1)[C@@H]1CCC[NH2+]1
**Gap between HOMO and LUMO**: 8.78 eV
**ΔE to the lowest compared entry with this formula, charge and spin**: 0.0 kcal per mole

```
28
Properties=species:S:1:pos:R:3:lowdin_charge:R:1
C -2.223 3.081 0.458 0.002
C -2.242 1.675 0.779 0.045
C -0.878 3.489 0.449 -0.082
C -0.918 1.442 0.959 -0.316
C -0.518 -1.085 -1.606 -0.136
C 0.410 0.097 -1.295 -0.153
C 0.460 -2.207 -1.186 -0.103
C 0.855 -0.140 0.114 -0.148
C 0.561 0.408 2.687 0.034
C -0.160 0.247 1.331 -0.431
N 1.043 -1.666 0.149 0.109
O -0.100 2.476 0.749 0.065
F -1.018 -0.816 1.395 0.032
H -2.991 3.674 0.152 0.075
H -3.002 1.025 1.204 0.134
H -0.545 4.414 0.121 0.113
H -1.474 -1.155 -0.968 0.142
H -0.825 -1.174 -2.755 0.173
H 1.226 0.129 -2.033 0.135
H -0.094 1.110 -1.442 0.151
H -0.114 -3.094 -1.018 0.114
H 1.271 -2.578 -1.871 0.150
H 1.894 0.306 0.381 0.189
H 1.056 -0.582 2.921 0.107
H -0.266 0.689 3.426 0.131
H 1.231 1.297 2.476 0.115
H 0.375 -1.984 0.816 0.130
H 2.043 -2.045 0.265 0.224
```


Here is a cluster of 6 separate species, C9H22BrClO10P2 in total from the Open Molecules 2025 dataset. Energies are from ωB97M-V/def2-TZVPD.

**Charge**: 0
**DFT total energy**: -4825.3475 Eh
**SMILES**: O=C1OC(=O)C(P(O)Br)=C1P(O)Cl.CO.CO.CO.CO.CO
**Gap between HOMO and LUMO**: 7.36 eV

```
45
Properties=species:S:1:pos:R:3:lowdin_charge:R:1
O -1.277 -2.787 -0.951 0.223
C -0.721 -1.810 -1.226 -0.418
O 0.680 -1.625 -1.143 0.065
C 0.933 -0.958 -2.344 -0.461
O 1.647 -1.289 -3.188 0.224
C -0.095 0.209 -2.261 -0.265
P 0.195 1.954 -2.913 0.578
O 0.276 2.902 -1.518 -0.404
Br -1.544 2.660 -4.157 0.342
C -1.194 -0.395 -1.678 -0.237
P -2.900 0.337 -1.386 0.649
O -3.594 0.307 -2.920 -0.394
Cl -2.772 2.352 -0.856 0.266
H 0.837 2.443 -0.867 0.056
H -4.062 1.148 -3.071 0.022
C -0.179 4.722 -7.094 -0.166
O -1.317 4.995 -6.285 -0.200
H 0.370 3.894 -6.649 0.066
H -0.493 4.444 -8.103 0.077
H 0.469 5.600 -7.138 0.077
H -1.789 5.729 -6.693 0.075
C 3.694 -2.695 0.804 -0.154
O 2.346 -3.129 0.920 -0.133
H 4.185 -2.827 1.767 0.075
H 4.216 -3.289 0.050 0.079
H 3.725 -1.637 0.526 0.074
H 1.931 -3.003 0.059 0.047
C -0.348 -2.518 3.357 -0.172
O -1.495 -3.082 2.725 -0.118
H -0.432 -2.669 4.430 0.080
H 0.556 -3.011 2.992 0.065
H -0.299 -1.447 3.146 0.060
H -1.403 -2.939 1.778 0.051
C 2.555 -1.681 5.794 -0.145
O 1.691 -1.260 4.746 -0.147
H 2.068 -1.482 6.746 0.079
H 2.753 -2.753 5.709 0.079
H 3.497 -1.128 5.750 0.075
H 2.140 -1.445 3.914 0.069
C -2.389 1.076 3.214 -0.140
O -2.408 1.043 1.789 -0.212
H -1.826 0.217 3.573 0.064
H -1.906 1.993 3.561 0.079
H -3.409 1.025 3.602 0.080
H -2.910 1.810 1.490 -0.011
```


Here is a cluster of 2 separate species, C4H6O5S2 in total from the Open Molecules 2025 dataset. Energies are from ωB97M-V/def2-TZVPD.

**Charge**: -2
**DFT total energy**: -1328.4989 Eh
**Gap between HOMO and LUMO**: 6.30 eV

```
17
Properties=species:S:1:pos:R:3:lowdin_charge:R:1
C 0.948 0.327 -1.482 -0.173
C 1.374 -0.092 -0.444 -0.149
C 0.271 1.129 -2.546 -0.136
C 2.094 -0.807 0.622 -0.115
O 0.050 -0.210 2.754 -0.554
O -2.099 -1.928 -0.499 -0.557
O -2.022 0.574 3.807 -0.574
O -2.306 0.468 -0.935 -0.565
O -2.115 -0.359 1.460 -0.642
S -1.179 0.581 2.564 0.578
S -1.555 -0.575 -0.112 0.600
H 0.405 0.789 -3.524 0.016
H 0.348 2.165 -2.192 0.063
H -0.914 0.908 -2.238 0.094
H 3.083 -0.504 0.836 0.041
H 2.178 -1.865 0.483 0.062
H 1.439 -0.601 1.446 0.011
```


Here is the molecule C2H5N3OS2 from the Open Molecules 2025 dataset. Energies are from ωB97M-V/def2-TZVPD.

**Charge**: 0
**DFT total energy**: -1114.9700 Eh
**SMILES**: N/C(=N\S)C(=S)NO
**Gap between HOMO and LUMO**: 7.74 eV
**ΔE to the lowest compared entry with this formula, charge and spin**: 78.2 kcal per mole

```
13
Properties=species:S:1:pos:R:3:lowdin_charge:R:1
C -0.177 0.451 -0.135 -0.513
C -0.842 -0.840 -0.366 -0.711
H -0.455 2.331 -0.569 0.073
H -1.520 1.481 -1.161 0.057
H 2.150 1.578 2.126 -0.050
H -0.954 -2.703 -0.175 0.117
H 1.105 -1.170 0.749 0.120
N -0.486 1.429 -1.036 0.073
N 0.842 0.528 0.746 -0.346
N -0.226 -2.022 -0.202 -0.081
O 0.935 -2.206 0.452 -0.040
S 1.974 1.949 0.688 0.651
S -2.350 -0.806 -1.117 0.650
```


The highest DFT total energy belongs to which entry? C10H15FNO


Number 3 is which compound? C4H6O5S2


What is the gap between HOMO and LUMO in the first record? 8.78 eV